# 1
Molecular formula: C2H4O2
Method: DFT, ωB97M-V/def2-TZVPD

XYZ file:
```
8
Properties=species:S:1:pos:R:3:forces:R:3:nbo_charge:R:1
C 0.521 -0.514 -0.409 -1.93 -0.79 -0.54 -0.133
C -0.081 0.466 0.636 2.73 0.48 -2.22 0.386
O 0.981 0.368 -1.321 -0.44 0.17 2.24 -0.681
O -1.316 0.892 0.694 1.26 -0.87 -0.47 -0.568
H 1.094 -1.289 0.086 1.52 0.27 0.47 0.152
H -0.225 -1.217 -0.823 -0.91 0.34 -0.11 0.130
H 0.809 1.070 0.983 -1.75 0.01 0.36 0.206
H -1.783 0.224 0.153 -0.48 0.39 0.27 0.508
```
Positions in Å, forces in eV/Å.

Values from the calculation:
- ΔE to the lowest compared entry with this formula, charge and spin (kcal per mole) = 100.08
- max |F| (eV/A) = 3.550
- Kohn-Sham gap (spin up / spin down) (hartree) = 0.299 / 0.297
- multiplicity = 1

***

# 2
Molecular formula: C20H26KN6O12S3Zn
Method: DFT, ωB97M-V/def2-TZVPD

XYZ file:
```
69
Properties=species:S:1:pos:R:3:forces:R:3:lowdin_spin:R:1
Zn 15.550 -4.299 -11.869 1.48 0.29 1.61 0.000
K 16.052 -3.366 -17.510 -0.10 -0.43 0.98 0.000
S 17.979 -2.412 -11.018 2.24 2.15 0.45 -0.033
O 16.635 -2.856 -11.164 -1.91 0.38 0.29 0.001
O 18.034 -0.953 -11.207 0.16 -0.67 0.19 0.098
O 18.608 -2.879 -9.782 -0.03 0.42 0.16 0.313
O 18.904 -3.043 -12.022 0.28 0.04 -0.36 0.603
S 14.576 -4.024 -14.278 1.94 -1.11 1.15 0.000
O 14.402 -4.959 -13.179 -3.76 -4.15 -0.44 0.000
O 15.397 -3.086 -13.597 1.37 4.68 -0.61 0.000
O 15.328 -4.654 -15.343 0.92 -1.00 -2.92 0.000
O 13.342 -3.558 -14.824 -2.87 1.58 -1.38 0.000
S 17.458 -5.971 -11.270 5.48 1.11 2.01 0.000
O 18.795 -5.515 -10.781 -1.49 -0.88 0.11 0.018
O 16.367 -5.474 -10.430 -2.40 -0.73 3.26 0.001
O 17.153 -5.248 -12.467 -0.08 1.18 -5.44 0.000
O 17.485 -7.374 -11.506 -0.86 -3.24 -0.08 0.001
C 12.325 -6.892 -15.094 0.15 -0.18 1.10 0.000
C 12.290 -8.340 -15.303 0.09 5.13 0.86 0.000
N 12.288 -9.415 -15.591 -0.21 -4.95 -1.06 0.000
H 12.604 -6.657 -14.067 0.28 -0.22 0.07 0.000
H 11.327 -6.459 -15.149 0.14 0.07 -0.72 0.000
H 13.122 -6.450 -15.691 -0.51 0.18 -0.28 0.000
C 12.456 -3.907 -8.589 -1.76 0.30 2.16 0.000
C 13.292 -3.858 -9.683 4.67 0.93 -6.22 0.000
N 13.973 -3.774 -10.646 -3.32 -0.15 4.42 0.000
H 12.817 -3.314 -7.749 0.55 -0.41 0.13 0.000
H 12.308 -4.959 -8.346 -0.38 0.17 0.34 0.000
H 11.536 -3.371 -8.825 -0.38 -0.54 -0.24 0.000
N 13.698 -0.533 -15.203 0.76 0.40 0.68 0.000
C 13.235 0.397 -14.319 -1.03 -0.71 -0.32 0.000
C 13.901 1.559 -14.554 -0.14 0.88 0.54 0.000
C 14.849 1.314 -15.556 1.12 0.80 0.09 0.000
C 14.802 -0.009 -15.831 -1.29 -1.52 -1.26 0.000
H 13.358 -1.481 -15.282 0.41 -0.33 0.44 0.000
H 12.440 0.087 -13.657 0.12 0.41 0.13 0.000
H 13.845 2.510 -14.044 -0.35 -0.18 0.12 0.000
H 15.517 2.080 -15.921 0.22 -0.33 -0.06 0.000
H 15.316 -0.700 -16.484 0.35 0.50 -0.17 0.000
N 15.694 -7.483 -15.200 -0.44 -1.53 -0.34 0.000
C 16.367 -8.479 -14.468 -1.29 -0.23 -3.46 0.000
C 16.586 -9.540 -15.440 -0.04 2.63 2.36 0.000
C 16.104 -9.077 -16.674 -1.63 -0.04 -0.81 0.000
C 15.400 -7.864 -16.513 2.54 -0.81 2.15 0.000
H 15.343 -6.572 -14.944 0.56 0.18 1.00 0.000
H 16.494 -8.365 -13.401 0.46 0.11 0.02 0.000
H 17.056 -10.480 -15.191 0.04 0.08 -0.25 0.000
H 16.090 -9.695 -17.559 -0.03 0.08 -0.16 0.000
H 14.800 -7.169 -17.082 0.25 -0.34 -0.44 0.000
N 10.684 -3.066 -14.502 -1.09 0.30 0.09 0.000
C 9.581 -3.851 -14.250 1.81 -1.35 -1.85 0.000
C 8.494 -3.072 -14.251 -1.35 0.53 1.67 0.000
C 8.967 -1.733 -14.168 -1.87 0.65 -1.07 0.000
C 10.269 -1.761 -14.496 1.89 -0.21 0.11 0.000
H 11.582 -3.379 -14.843 0.48 -0.21 0.51 0.000
H 9.695 -4.923 -14.322 -0.16 0.03 0.18 0.000
H 7.472 -3.419 -14.217 0.03 0.09 0.36 0.000
H 8.345 -0.860 -14.032 0.10 0.05 -0.18 0.000
H 10.973 -0.990 -14.773 -0.18 0.09 0.34 0.000
N 10.987 -7.491 -10.939 -0.56 0.84 1.05 0.000
C 9.898 -6.746 -10.447 0.34 -0.27 0.03 0.000
C 10.095 -5.431 -10.835 -2.34 -1.08 1.20 0.000
C 11.222 -5.410 -11.569 2.50 1.25 -1.83 0.000
C 11.860 -6.622 -11.542 -0.31 0.07 -0.42 0.000
H 11.191 -8.451 -10.700 -0.05 0.31 -0.03 0.000
H 9.088 -7.181 -9.880 0.21 -0.22 -0.08 0.000
H 9.534 -4.524 -10.663 -0.54 -0.41 0.10 0.000
H 11.430 -4.530 -12.160 0.98 -0.06 0.20 0.000
H 12.877 -6.834 -11.839 -0.18 -0.39 -0.20 0.000
```
Positions in Å, forces in eV/Å.

Values from the calculation:
- ⟨S²⟩ = 0.76
- max |F| (eV/A) = 7.838
- Kohn-Sham gap (spin up / spin down) (hartree) = 0.126 / 0.123
- total charge = -2
- multiplicity = 2

***

# 3
Molecular formula: C31H48O2P2Tb
Method: DFT, ωB97M-V/def2-TZVPD

XYZ file:
```
84
Properties=species:S:1:pos:R:3:forces:R:3:lowdin_spin:R:1
Tb -0.538 1.249 2.489 -2.42 -2.89 -0.95 6.043
C 1.284 1.262 4.267 -0.26 0.88 0.01 -0.009
C 1.903 1.283 2.985 0.19 1.19 0.15 -0.010
C 0.525 3.155 3.151 1.47 -0.72 0.20 -0.004
C 0.402 2.385 4.360 1.12 -0.40 -0.61 -0.005
C 1.490 2.475 2.304 -0.02 0.29 1.24 -0.001
C 1.548 0.256 5.335 -0.07 -0.40 0.22 -0.001
H 2.595 0.284 5.669 -0.18 -0.02 -0.31 -0.001
H 1.313 -0.765 4.992 0.15 0.28 0.23 0.000
H 0.951 0.458 6.228 0.05 -0.11 -0.21 0.000
C -0.744 2.442 5.290 -0.42 0.32 0.56 0.002
H -1.600 1.826 4.916 0.23 0.37 0.28 0.001
H -1.090 3.471 5.454 0.00 -0.32 0.03 0.000
H -0.450 2.005 6.252 -0.31 0.17 -0.18 0.000
C -0.601 3.972 2.639 0.58 0.94 0.10 0.001
H -0.861 4.727 3.388 -0.33 -0.10 -0.32 0.000
H -1.540 3.382 2.456 -0.12 0.11 0.01 0.003
H -0.335 4.462 1.697 -0.26 0.01 0.21 0.000
C 1.843 2.869 0.916 0.38 0.02 -0.39 0.001
H 2.699 3.569 0.932 -0.42 -0.23 -0.16 0.000
H 1.007 3.356 0.391 0.28 -0.04 0.04 0.000
H 2.141 1.985 0.336 -0.02 0.28 -0.02 0.000
C 2.864 0.252 2.510 0.12 -0.30 -0.21 -0.001
H 3.874 0.494 2.855 -0.04 -0.08 -0.08 -0.001
H 2.874 0.185 1.417 0.08 0.04 0.16 0.000
H 2.602 -0.744 2.896 0.10 0.29 -0.06 0.000
C -0.217 -2.377 0.099 -0.36 0.16 0.91 0.000
C 0.936 -2.627 0.728 -0.16 0.37 0.15 0.000
C 2.316 -2.566 0.158 0.32 -0.57 -0.33 0.000
C 2.441 -1.979 -1.262 0.67 -0.66 0.56 0.000
C 2.101 -0.526 -1.369 -0.47 0.44 -0.94 0.000
C 0.921 0.029 -1.707 0.82 0.46 0.93 0.000
C -0.446 -0.547 -1.583 -0.49 -0.59 -1.05 0.000
C -0.510 -2.067 -1.332 -0.39 0.07 -0.05 0.000
H 2.749 -3.584 0.140 -0.10 0.33 0.10 0.000
H 1.903 -2.617 -1.975 0.32 0.39 0.24 0.000
H 2.949 -1.984 0.844 -0.06 -0.18 -0.13 0.000
H 0.138 -2.636 -2.004 -0.42 0.34 0.02 0.000
H -1.106 -2.312 0.737 0.35 -0.39 -0.17 0.000
H 0.891 -2.870 1.800 -0.14 0.18 -0.40 0.000
H -1.545 -2.397 -1.529 0.41 0.07 0.01 0.000
H -1.001 -0.020 -0.778 0.17 -0.14 -0.12 0.000
H 0.926 1.076 -2.018 0.06 -0.02 0.29 0.000
H -1.012 -0.302 -2.505 0.26 -0.01 0.49 0.000
H 3.510 -2.058 -1.529 -0.41 -0.07 0.00 0.000
H 2.989 0.113 -1.339 -0.33 0.06 -0.26 0.000
P -0.717 -0.342 -5.023 0.14 -0.76 -0.58 0.000
P -0.561 2.365 -6.318 -0.33 0.45 -1.16 0.000
C -0.790 -0.369 -6.909 -0.02 -0.07 0.43 0.000
C -1.207 1.002 -7.434 -0.04 0.18 0.31 0.000
H -1.506 -1.147 -7.213 0.34 0.11 -0.04 0.000
H 0.208 -0.652 -7.281 -0.31 0.12 0.13 0.000
H -0.839 1.164 -8.455 -0.16 0.05 0.12 0.000
H -2.302 1.094 -7.455 0.19 -0.03 0.03 0.000
C -1.338 3.728 -7.284 0.05 0.24 -0.04 0.000
H -0.979 4.687 -6.890 -0.18 -0.08 -0.13 0.000
H -2.428 3.678 -7.167 0.24 0.10 -0.01 0.000
H -1.087 3.666 -8.352 -0.09 0.05 0.19 0.000
C 1.123 2.473 -7.066 0.11 0.09 0.22 0.000
H 1.079 2.440 -8.161 0.02 -0.02 0.19 0.000
H 1.752 1.654 -6.698 0.00 0.18 -0.08 0.000
H 1.566 3.429 -6.758 0.07 -0.24 -0.06 0.000
C -2.269 -1.303 -4.718 0.06 0.00 0.03 0.000
H -2.329 -1.593 -3.660 -0.12 0.00 -0.32 0.000
H -2.290 -2.196 -5.359 -0.11 0.15 0.27 0.000
H -3.125 -0.656 -4.960 0.17 -0.25 0.10 0.000
C 0.556 -1.658 -4.842 -0.08 -0.20 0.15 0.000
H 1.477 -1.318 -5.333 -0.17 -0.10 0.14 0.000
H 0.222 -2.599 -5.299 0.19 0.08 0.10 0.000
H 0.773 -1.810 -3.778 0.04 -0.07 -0.31 0.000
O -1.536 -2.360 2.811 -0.02 1.36 0.88 -0.001
C -1.607 -1.570 3.752 -0.32 -1.46 -0.40 0.000
O -1.488 -0.262 3.649 0.50 0.50 -0.62 -0.016
C -1.872 -2.070 5.125 -0.21 -0.29 0.50 -0.001
C -1.504 -1.340 6.261 -0.16 -0.28 0.00 0.000
C -1.673 -1.907 7.529 -0.19 -0.02 -0.26 0.000
C -2.297 -3.156 7.661 0.12 0.18 -0.26 0.000
C -2.710 -3.857 6.521 0.03 0.28 -0.04 0.000
C -2.485 -3.325 5.255 0.33 0.35 0.42 0.000
H -1.101 -0.332 6.133 -0.08 -0.49 0.15 0.000
H -1.332 -1.359 8.406 -0.18 -0.17 -0.14 0.000
H -2.478 -3.574 8.651 0.12 0.10 -0.26 0.000
H -3.218 -4.814 6.603 0.12 0.15 0.12 0.000
H -2.775 -3.854 4.358 0.02 -0.04 0.03 0.000
```
Positions in Å, forces in eV/Å.

Values from the calculation:
- ΔE to the lowest compared entry with this formula, charge and spin (kcal per mole) = 22.06
- ⟨S²⟩ = 12.63
- max |F| (eV/A) = 3.890
- Kohn-Sham gap (spin up / spin down) (hartree) = 0.158 / 0.206
- total charge = +1
- multiplicity = 7

***

# 4
Molecular formula: C2H7S
Method: DFT, ωB97M-V/def2-TZVPD

XYZ file:
```
10
Properties=species:S:1:pos:R:3:forces:R:3:nbo_charge:R:1
C 1.635 2.848 3.483 -0.36 0.54 -1.32 -0.859
H 1.429 3.917 3.426 -0.13 0.01 0.26 0.207
H 2.164 2.639 2.550 0.60 -0.14 0.42 0.219
H 0.703 2.311 3.313 -0.11 -0.07 0.71 0.222
H 2.174 2.626 4.394 0.00 -0.35 -0.06 0.210
C -1.619 -3.380 -3.421 0.22 4.15 -0.25 -0.777
S -1.647 -1.121 -3.443 -0.31 -1.50 -0.02 -0.865
H -1.260 -3.239 -4.432 -0.09 -1.00 -0.10 0.215
H -0.914 -3.077 -2.659 0.08 -1.21 0.35 0.231
H -2.666 -3.525 -3.211 0.10 -0.44 0.03 0.196
```
Positions in Å, forces in eV/Å.

Values from the calculation:
- ΔE to the lowest compared entry with this formula, charge and spin (kcal per mole) = 51.70
- max |F| (eV/A) = 4.166
- Kohn-Sham gap (hartree) = 0.190
- total charge = -1
- multiplicity = 1

***

# 5
Molecular formula: C23H26I2N10O9SW
Method: DFT, ωB97M-V/def2-TZVPD

XYZ file:
```
72
Properties=species:S:1:pos:R:3:forces:R:3:lowdin_spin:R:1
W -0.682 -0.369 -1.090 0.80 -1.56 1.65 0.869
O -0.562 -6.221 -2.580 -0.10 0.17 0.19 0.000
C -1.147 -6.141 -1.383 0.21 -0.08 -0.13 0.000
O -1.317 -7.096 -0.684 -0.11 -0.02 -0.01 0.000
C -1.538 -4.783 -0.894 -0.06 -0.16 0.30 0.001
C -2.188 -4.582 0.312 0.04 0.24 -0.11 0.003
N -2.276 -3.245 0.491 -0.23 -0.30 0.20 0.001
N -1.742 -2.581 -0.528 -0.01 0.62 0.21 0.003
C -1.295 -3.485 -1.359 0.26 -0.26 -0.93 0.002
C -0.716 -2.915 -2.606 -0.08 0.20 0.07 0.006
O -0.281 -3.545 -3.530 0.06 -0.20 0.09 0.017
O -0.815 -1.588 -2.583 -0.13 -0.49 -0.98 0.023
H -0.475 -5.346 -3.004 -0.01 -0.02 -0.15 0.000
H -2.583 -5.298 1.015 0.03 0.02 -0.01 0.000
H -2.727 -2.718 1.229 -0.04 0.00 -0.02 0.000
N 2.864 6.844 1.042 -0.03 -0.11 -0.05 0.000
C 1.960 5.841 0.886 0.12 0.18 0.08 0.000
C 1.506 5.480 -0.393 -0.01 -0.01 -0.11 0.000
C 0.598 4.458 -0.554 0.00 -0.03 0.20 0.000
C 0.125 3.782 0.575 0.48 0.27 0.22 0.000
C 0.565 4.130 1.856 -0.05 -0.02 -0.08 0.000
C 1.474 5.147 2.009 0.03 0.02 0.04 0.000
S -0.991 2.505 0.405 -0.36 0.19 0.00 0.005
O -1.527 2.533 -0.934 -0.17 0.12 -0.08 0.020
O -1.934 2.532 1.506 0.12 -0.25 -0.04 0.009
N -0.196 1.057 0.433 -0.25 0.62 -0.35 0.014
C -0.085 0.325 1.575 0.25 0.38 0.19 0.002
N 0.226 0.788 2.777 -0.08 -0.21 -0.04 -0.001
C 0.277 -0.138 3.735 0.05 0.23 0.02 0.001
C 0.070 -1.492 3.506 -0.02 -0.11 -0.14 0.000
C -0.212 -1.866 2.207 0.28 -0.40 0.16 0.000
N -0.307 -0.949 1.256 -0.43 0.14 -0.69 -0.009
H 3.131 7.418 0.263 -0.02 0.01 -0.01 0.000
H 3.096 7.183 1.958 -0.02 0.01 0.01 0.000
H 1.865 6.023 -1.259 -0.01 -0.02 0.02 0.000
H 0.234 4.192 -1.536 0.01 -0.01 0.01 0.000
H 0.181 3.604 2.722 0.01 0.00 -0.04 0.000
H 1.805 5.434 3.000 0.00 0.00 -0.03 0.000
H 0.511 0.217 4.733 -0.01 0.02 -0.03 0.000
H 0.134 -2.222 4.299 0.01 0.03 -0.01 0.000
H -0.349 -2.904 1.926 0.02 0.07 0.01 0.000
I 0.953 1.082 -2.655 -0.14 0.06 0.09 0.003
C -1.932 0.416 -5.108 0.15 -0.09 -0.22 0.766
I -2.800 0.678 -3.312 -0.09 0.18 0.38 0.130
H -0.935 0.005 -5.115 -0.04 -0.02 -0.06 0.038
H -2.482 0.740 -5.976 0.06 -0.02 -0.01 0.039
C 2.790 -3.218 -2.029 0.11 0.21 0.20 0.000
N 3.150 -2.128 -1.094 -0.02 -0.04 -0.04 0.000
C 4.460 -1.888 -0.812 -0.07 -0.20 -0.11 0.000
C 4.838 -0.871 -0.015 -0.11 0.11 0.06 0.000
C 3.791 -0.067 0.518 0.45 0.27 0.21 0.000
N 2.510 -0.303 0.238 -0.45 -0.16 -0.05 0.001
C 2.199 -1.292 -0.565 0.50 -0.39 -0.41 0.005
O 0.996 -1.566 -0.946 -0.24 0.57 0.36 0.014
N 4.052 0.965 1.320 -0.10 -0.10 -0.03 0.000
H 3.545 -3.994 -1.943 0.01 -0.01 -0.03 0.000
H 2.750 -2.842 -3.048 -0.04 0.03 -0.03 0.000
H 1.825 -3.622 -1.757 -0.01 -0.07 0.05 0.000
H 5.168 -2.564 -1.271 0.00 0.01 0.01 0.000
H 5.881 -0.685 0.196 -0.03 0.01 0.02 0.000
H 4.993 1.209 1.574 0.00 0.01 0.00 0.000
H 3.287 1.520 1.668 0.01 0.02 -0.02 0.000
N -5.197 1.228 1.616 0.04 0.12 -0.15 0.000
C -4.353 1.146 0.373 -0.24 0.14 0.17 0.000
C -3.350 0.031 0.591 0.33 0.03 0.09 0.006
O -3.428 -0.693 1.567 -0.09 -0.07 0.04 0.009
O -2.464 -0.020 -0.334 -0.55 0.26 -0.15 0.022
H -5.058 2.116 2.101 0.04 0.00 0.01 0.000
H -4.872 0.463 2.227 0.05 -0.15 0.08 0.000
H -6.194 1.110 1.438 -0.01 0.02 -0.02 0.000
H -3.819 2.081 0.245 0.01 0.02 -0.08 0.000
H -4.980 0.952 -0.494 -0.04 -0.06 0.01 0.000
```
Positions in Å, forces in eV/Å.

Values from the calculation:
- ⟨S²⟩ = 2.01
- max |F| (eV/A) = 2.402
- Kohn-Sham gap (spin up / spin down) (hartree) = 0.216 / 0.224
- total charge = +2
- multiplicity = 3

***

# 6
Molecular formula: C2H6ClO2PS
Method: DFT, ωB97M-V/def2-TZVPD

XYZ file:
```
13
Properties=species:S:1:pos:R:3:forces:R:3:nbo_charge:R:1
C -0.470 2.055 0.215 0.01 -0.42 -0.14 -0.960
P -0.560 0.327 -0.428 0.21 0.27 0.21 0.972
O 0.731 -0.231 0.439 -0.47 0.36 0.32 -0.817
C 1.608 -1.214 -0.055 0.82 0.18 -0.24 0.239
O 1.032 -2.444 -0.294 -0.68 -0.36 0.02 -0.705
S -2.156 -0.397 0.820 0.20 0.03 0.04 -0.071
Cl -3.551 -0.746 -0.614 -0.05 -0.05 -0.11 -0.155
H 0.356 2.569 -0.275 0.05 -0.01 -0.01 0.236
H -1.399 2.572 -0.017 -0.05 0.00 0.02 0.241
H -0.304 2.037 1.291 -0.03 0.05 0.01 0.240
H 2.348 -1.363 0.737 -0.10 0.02 -0.21 0.173
H 2.111 -0.831 -0.960 -0.18 0.01 0.12 0.132
H 0.253 -2.334 -0.861 0.28 -0.09 0.00 0.475
```
Positions in Å, forces in eV/Å.

Values from the calculation:
- ΔE to the lowest compared entry with this formula, charge and spin (kcal per mole) = 29.23
- max |F| (eV/A) = 0.876
- Kohn-Sham gap (hartree) = 0.335
- multiplicity = 1

***

# 7
Molecular formula: CH14NO4
Method: DFT, ωB97M-V/def2-TZVPD

XYZ file:
```
20
Properties=species:S:1:pos:R:3:forces:R:3:nbo_charge:R:1
C -0.273 -0.496 -2.857 -2.16 -0.38 1.74 -0.407
N -0.113 -0.299 -1.290 1.04 -0.62 -1.47 -0.701
H -0.510 -1.583 -2.989 0.57 1.04 -0.04 0.247
H 0.670 -0.167 -3.267 -0.09 -0.06 -0.35 0.232
H -1.210 0.081 -3.220 1.92 -0.69 0.78 0.249
H -0.919 -0.363 -0.702 -1.32 -0.96 0.17 0.458
H 0.641 -0.845 -0.854 -0.56 -0.84 -0.51 0.434
H 0.262 0.582 -1.034 0.44 2.21 -0.10 0.452
H -0.770 -3.321 1.944 0.26 -0.03 -0.01 0.464
H 0.681 -3.822 1.966 -1.29 1.07 -1.34 0.492
O 0.023 -3.308 1.390 1.08 -1.01 1.44 -0.955
H 1.726 4.721 2.209 0.86 2.86 -0.19 0.483
H 2.211 3.423 2.787 4.19 -1.96 2.95 0.468
O 1.570 3.834 2.344 -4.94 -1.04 -2.78 -0.947
H 1.443 2.130 0.712 0.78 0.67 2.71 0.504
H 1.578 2.484 -0.703 0.48 0.71 -0.74 0.486
O 1.073 1.952 -0.110 -1.31 -1.20 -2.06 -0.966
H -2.214 -2.484 0.633 -0.43 1.50 -1.62 0.491
H -3.242 -1.378 0.212 0.03 -0.14 -0.01 0.490
O -2.406 -1.776 -0.063 0.44 -1.11 1.44 -0.972
```
Positions in Å, forces in eV/Å.

Values from the calculation:
- ΔE to the lowest compared entry with this formula, charge and spin (kcal per mole) = 39.24
- max |F| (eV/A) = 5.766
- Kohn-Sham gap (hartree) = 0.438
- total charge = +1
- multiplicity = 1